[1]
Molecular formula: C32H44Cl8IO7
Method: DFT, ωB97M-V with the def2-TZVPD basis set

The geometry in XYZ format:
```
92
Properties=species:S:1:pos:R:3
C 7.162 -1.865 0.152
O 6.855 -0.502 -0.053
C 5.756 -0.103 0.749
C 5.476 1.364 0.488
C 5.134 1.618 -0.991
C 3.636 1.978 -1.140
C 3.020 1.442 -2.421
C 1.508 1.660 -2.584
C 0.633 1.664 -1.319
C -0.084 0.377 -0.932
C 0.609 -0.816 -0.691
O 1.983 -0.842 -0.821
C -0.021 -1.981 -0.258
C -1.397 -2.020 -0.019
C -2.046 -3.299 0.511
C -2.695 -4.159 -0.566
C -1.924 -4.273 -1.864
I -3.081 -6.140 0.230
C -2.105 -0.830 -0.258
C -1.472 0.335 -0.724
C -2.368 1.503 -0.958
O -2.279 2.242 -1.905
C -3.453 1.676 0.036
C -3.784 3.097 0.454
O -2.772 3.728 0.822
O -4.957 3.484 0.408
C -4.046 0.568 0.487
C -5.158 0.597 1.479
C -4.733 0.002 2.782
O -3.719 -0.631 2.919
C -3.577 -0.753 0.027
O -4.329 -1.698 -0.066
H 7.893 -2.156 -0.595
H 6.271 -2.488 0.039
H 7.579 -1.992 1.155
H 4.853 -0.675 0.497
H 6.013 -0.297 1.797
H 4.659 1.659 1.146
H 6.351 1.937 0.799
H 5.717 2.449 -1.379
H 5.287 0.697 -1.546
H 3.138 1.477 -0.310
H 3.469 3.049 -1.029
H 3.301 0.402 -2.560
H 3.505 1.967 -3.253
H 1.147 0.865 -3.234
H 1.307 2.584 -3.126
H 1.165 1.974 -0.419
H -0.126 2.412 -1.484
H 2.235 -1.617 -1.333
H 0.581 -2.859 -0.070
H -2.745 -3.056 1.306
H -1.252 -3.887 0.972
H -3.674 -3.770 -0.813
H -2.351 -5.050 -2.491
H -2.021 -3.330 -2.399
H -0.861 -4.430 -1.687
H -5.545 1.608 1.607
H -5.999 -0.004 1.111
H -5.422 0.138 3.636
Cl 1.676 -1.164 -6.264
C 0.362 -2.338 -5.988
C -0.704 -1.791 -5.074
Cl -0.119 -1.587 -3.404
H 0.803 -3.245 -5.583
H -0.070 -2.567 -6.962
H -1.544 -2.485 -5.035
H -1.068 -0.826 -5.418
Cl -3.398 -0.389 8.561
C -3.625 0.481 7.018
C -2.555 0.152 6.011
Cl -0.961 0.801 6.488
H -3.652 1.545 7.235
H -4.595 0.181 6.626
H -2.806 0.597 5.051
H -2.451 -0.920 5.874
Cl -2.918 6.436 -3.605
C -2.147 5.441 -2.330
C -0.708 5.827 -2.123
Cl 0.331 5.390 -3.520
H -2.249 4.401 -2.607
H -2.707 5.605 -1.410
H -0.309 5.301 -1.257
H -0.605 6.896 -1.959
Cl 1.053 -3.885 2.583
C 1.213 -2.794 3.986
C 1.115 -1.345 3.578
Cl 2.525 -0.829 2.615
H 2.159 -3.012 4.475
H 0.404 -3.038 4.673
H 1.084 -0.715 4.465
H 0.221 -1.157 2.987
```

## Properties
LUMO energy = 1.892 eV
HOMO energy = -5.720 eV
Gap between HOMO and LUMO = 7.61 eV
Net charge = -1

[2]
Molecular formula: C4H9N2O2
Method: DFT, ωB97M-V with the def2-TZVPD basis set

The geometry in XYZ format:
```
17
Properties=species:S:1:pos:R:3
C -2.171 1.169 -0.240
C -1.364 0.163 0.508
N -1.024 -0.930 -0.105
C 0.258 -1.421 0.184
C 1.118 -0.140 0.115
O 0.537 0.955 0.127
N 2.375 -0.288 -0.155
O 3.319 0.727 -0.012
H -3.188 0.959 -0.065
H -1.886 0.980 -1.289
H -1.938 2.192 0.081
H -0.973 0.230 1.578
H -1.266 -1.040 -1.121
H 0.382 -2.060 -0.651
H 0.184 -1.748 1.205
H 2.771 -1.283 -0.134
H 2.867 1.536 -0.025
```

## Properties
LUMO energy = -3.844 eV
HOMO energy = -14.337 eV
SMILES = C/C=[NH+]/CC(=O)NO
Energy above the lowest of the compared OMol25 structures with the same formula, charge and spin = 305.1 kJ/mol
Gap between HOMO and LUMO = 10.49 eV
Net charge = +1

[3]
Molecular formula: CN4S2
Method: DFT, ωB97M-V with the def2-TZVPD basis set

The geometry in XYZ format:
```
7
Properties=species:S:1:pos:R:3
C -0.541 0.683 1.222
N 0.552 0.724 0.768
N 1.350 0.287 -0.262
N 0.767 -0.481 -1.048
N -0.313 -0.993 -1.258
S -2.147 0.204 1.293
S -1.799 -0.966 -0.434
```

## Properties
LUMO energy = -1.734 eV
HOMO energy = -9.015 eV
Energy above the lowest of the compared OMol25 structures with the same formula, charge and spin = 294.7 kJ/mol
Gap between HOMO and LUMO = 7.28 eV
Net charge = 0

[4]
Molecular formula: C5H9NO
Method: DFT, ωB97M-V with the def2-TZVPD basis set

The geometry in XYZ format:
```
16
Properties=species:S:1:pos:R:3
C 1.670 0.449 0.844
C 0.797 0.166 -0.139
C -1.415 0.975 0.091
C -1.146 -1.431 -0.280
C -0.532 0.008 -0.690
N 2.875 -0.037 0.458
O 2.424 -0.587 -0.763
H 1.469 1.161 1.660
H -1.002 1.937 0.028
H -1.719 0.613 1.075
H -2.474 0.999 -0.323
H -0.847 -1.550 0.799
H -0.984 -2.159 -1.048
H -2.245 -1.335 -0.292
H -0.521 0.187 -1.836
H 3.650 0.603 0.417
```

## Properties
LUMO energy = 0.844 eV
HOMO energy = -8.292 eV
Energy above the lowest of the compared OMol25 structures with the same formula, charge and spin = 606.8 kJ/mol
Gap between HOMO and LUMO = 9.14 eV
Net charge = 0

[5]
Molecular formula: C3H11NO2
Method: DFT, ωB97M-V with the def2-TZVPD basis set

The geometry in XYZ format:
```
17
Properties=species:S:1:pos:R:3
C 1.510 -0.516 1.414
C 0.285 -0.452 0.545
N -0.757 -1.389 0.893
C 0.563 -0.658 -0.934
O -0.538 -0.327 -1.733
H 1.259 -0.312 2.454
H 2.011 -1.482 1.354
H 2.216 0.270 1.134
H -0.264 0.495 0.594
H -1.132 -1.198 1.808
H -0.486 -2.356 0.780
H 1.427 -0.060 -1.251
H 0.831 -1.708 -1.109
H -1.312 -0.213 -1.170
O -0.907 2.954 -0.201
H -1.576 2.943 -0.894
H -0.184 2.449 -0.597
```

## Properties
LUMO energy = 0.884 eV
HOMO energy = -9.511 eV
SMILES = C[C@H](N)CO.O
Energy above the lowest of the compared OMol25 structures with the same formula, charge and spin = 26.1 kJ/mol
Gap between HOMO and LUMO = 10.40 eV
Net charge = 0

[6]
Molecular formula: C22H45O11
Method: DFT, ωB97M-V with the def2-TZVPD basis set

The geometry in XYZ format:
```
78
Properties=species:S:1:pos:R:3
C -3.916 -8.262 -0.228
C -5.076 -8.534 -0.323
C -6.507 -8.740 -0.445
C -7.341 -7.430 -0.317
O -6.703 -6.356 -0.327
O -8.590 -7.597 -0.253
H -2.954 -7.849 -0.352
H -6.818 -9.493 0.269
H -6.665 -9.122 -1.448
C -1.239 -6.494 2.824
O -0.975 -5.464 1.899
C -1.526 -4.227 2.312
C -0.909 -3.088 1.535
O 0.368 -2.684 2.024
C 1.463 -3.525 1.696
C 1.924 -3.389 0.263
O 1.120 -4.169 -0.600
C 1.311 -3.828 -1.952
H -2.316 -6.629 2.964
H -0.818 -7.414 2.424
H -0.761 -6.283 3.790
H -1.354 -4.072 3.385
H -2.607 -4.246 2.122
H -1.550 -2.214 1.663
H -0.869 -3.320 0.470
H 1.253 -4.567 1.944
H 2.279 -3.185 2.339
H 2.963 -3.742 0.178
H 1.880 -2.333 -0.033
H 1.017 -2.789 -2.140
H 0.685 -4.484 -2.552
H 2.358 -3.967 -2.250
C 1.696 1.223 0.399
O 3.087 1.462 0.374
C 3.829 0.265 0.522
C 5.261 0.469 0.087
O 5.443 0.405 -1.321
C 5.035 1.542 -2.066
C 5.984 2.714 -1.960
O 5.744 3.450 -0.774
C 6.788 4.349 -0.491
H 1.392 0.751 1.340
H 1.194 2.184 0.306
H 1.397 0.587 -0.443
H 3.375 -0.536 -0.073
H 3.808 -0.023 1.583
H 5.851 -0.360 0.485
H 5.667 1.395 0.497
H 4.016 1.839 -1.809
H 5.034 1.211 -3.106
H 5.832 3.382 -2.821
H 7.018 2.347 -1.973
H 7.730 3.815 -0.317
H 6.522 4.895 0.412
H 6.925 5.066 -1.310
C -4.282 6.560 2.144
O -3.467 5.805 1.279
C -4.190 4.761 0.646
C -3.430 4.232 -0.548
O -3.570 5.032 -1.714
C -2.816 6.234 -1.756
C -1.346 6.019 -2.035
O -0.657 5.670 -0.848
C 0.630 5.164 -1.115
H -4.716 5.930 2.929
H -3.657 7.320 2.608
H -5.087 7.057 1.589
H -5.173 5.122 0.321
H -4.331 3.947 1.371
H -3.865 3.267 -0.815
H -2.379 4.069 -0.304
H -2.961 6.826 -0.850
H -3.233 6.797 -2.594
H -0.911 6.949 -2.429
H -1.231 5.226 -2.784
H 0.568 4.238 -1.701
H 1.111 4.945 -0.164
H 1.238 5.899 -1.655
```

## Properties
LUMO energy = 1.843 eV
HOMO energy = -4.126 eV
Gap between HOMO and LUMO = 5.97 eV
Net charge = -1

[7]
Molecular formula: C33H40N4P2Pt
Method: DFT, ωB97M-V with the def2-TZVPD basis set

The geometry in XYZ format:
```
80
Properties=species:S:1:pos:R:3
Pt 0.481 -0.290 -0.106
C 7.220 -3.121 -0.701
C 6.766 -2.563 -1.829
C 6.515 -3.317 -3.103
C 5.823 -4.685 -2.940
C 4.770 -4.737 -1.848
C 5.060 -5.091 -0.602
C 6.456 -5.511 -0.170
C 7.615 -4.569 -0.576
C -1.265 -0.778 0.955
H 7.420 -2.536 0.190
H 6.785 -1.480 -1.950
H 7.502 -3.469 -3.573
H 5.926 -2.700 -3.802
H 5.345 -4.948 -3.905
H 6.593 -5.451 -2.764
H 3.756 -4.582 -2.202
H 4.280 -5.281 0.148
H 6.662 -6.511 -0.602
H 6.493 -5.629 0.921
H 8.394 -4.625 0.213
H 8.099 -4.931 -1.498
H -1.158 -0.100 1.818
H -1.379 -1.830 1.264
H -2.065 -0.442 0.282
P 0.518 -2.267 -1.177
P 2.289 0.152 -1.372
N 0.592 -3.603 -0.128
N -0.931 -2.547 -2.118
N 3.635 -0.154 -0.346
N 2.598 1.734 -1.975
C 1.900 -2.443 -2.314
C 2.506 -1.071 -2.680
C 0.531 -3.535 1.268
C 0.401 -4.818 1.763
C 0.397 -5.716 0.649
C 0.525 -4.945 -0.503
C -2.238 -2.569 -1.603
C -3.131 -2.770 -2.643
C -2.372 -2.877 -3.844
C -1.034 -2.756 -3.492
C 3.530 -0.448 1.012
C 4.800 -0.717 1.503
C 5.719 -0.550 0.427
C 4.971 -0.242 -0.703
C 3.820 2.337 -2.323
C 3.573 3.629 -2.776
C 2.154 3.832 -2.736
C 1.582 2.654 -2.274
H 1.578 -2.996 -3.207
H 2.628 -3.091 -1.802
H 3.569 -1.177 -2.933
H 1.983 -0.625 -3.539
H 0.552 -2.574 1.752
H 0.315 -5.061 2.810
H 0.298 -6.785 0.692
H 0.575 -5.222 -1.542
H -2.410 -2.429 -0.545
H -4.210 -2.838 -2.553
H -2.750 -3.017 -4.842
H -0.144 -2.799 -4.099
H 2.562 -0.438 1.489
H 5.028 -0.989 2.524
H 6.790 -0.649 0.463
H 5.256 -0.109 -1.737
H 4.743 1.798 -2.213
H 4.314 4.337 -3.109
H 1.628 4.728 -3.024
H 0.551 2.387 -2.120
C -0.557 4.231 1.408
C -1.386 3.618 0.465
C -1.107 2.317 0.022
C 0.020 1.666 0.524
C 0.861 2.254 1.458
C 0.557 3.549 1.910
H -0.784 5.240 1.757
H -2.264 4.142 0.079
H -1.757 1.805 -0.685
H 1.720 1.701 1.834
H 1.191 4.015 2.663
```

## Properties
LUMO energy (spin up / spin down) = 0.378 / -1.887 eV
HOMO energy (spin up / spin down) = -3.869 / -8.272 eV
Expectation value of S² = 2.037
Energy above the lowest of the compared OMol25 structures with the same formula, charge and spin = 0.0 kJ/mol
2S+1 = 3
Gap between HOMO and LUMO (spin up / spin down) = 4.25 / 6.38 eV
Net charge = 0

[8]
Molecular formula: AgH12O10P
Method: DFT, ωB97M-V with the def2-TZVPD basis set

The geometry in XYZ format:
```
24
Properties=species:S:1:pos:R:3
Ag 0.953 -0.235 -0.035
P -1.403 0.001 -2.250
O -2.598 -0.557 -1.564
O -1.079 -0.890 -0.969
O -2.181 1.208 -1.895
O -0.627 0.692 -1.218
O -0.811 2.470 0.285
H -1.684 2.803 0.087
H -0.819 1.808 -0.476
O 1.581 1.516 -1.725
H 0.648 1.249 -1.540
H 1.605 2.306 -1.167
O -1.194 -1.348 1.359
H -0.315 -1.592 1.610
H -1.189 -1.258 0.361
O 0.931 -2.429 -1.174
H 0.145 -1.831 -1.086
H 0.495 -3.288 -1.161
O 1.441 -1.716 1.882
H 2.198 -1.208 2.197
H 1.605 -2.540 2.333
O 0.855 1.225 2.007
H 0.226 1.726 1.503
H 1.226 1.880 2.637
```

## Properties
LUMO energy = 4.794 eV
HOMO energy = 2.147 eV
Energy above the lowest of the compared OMol25 structures with the same formula, charge and spin = 98.6 kJ/mol
Gap between HOMO and LUMO = 2.65 eV
Net charge = -2

Molecular weight for the records above, in order: 951.225; 117.128; 132.173; 99.133; 93.126; 485.591; 749.737; 310.928 g/mol